A cluster of 6 separate species, C27H35F5N2O18S in total. Source: the OMol25 dataset; level of theory: the ωB97M-V functional and the def2-TZVPD basis.

ORCA input file:
```
! wB97M-V def2-TZVPD RIJCOSX def2/J DEFGRID3
* xyz 0 1
N 0.547 0.332 -3.939
C 0.114 1.418 -3.023
C 0.942 1.235 -1.706
C 0.300 0.054 -0.847
C -0.939 0.700 -0.097
C -1.849 -0.329 0.653
C -1.051 -1.461 1.396
C -1.000 -2.722 0.448
C 0.288 -3.628 0.680
N 0.859 -3.902 -0.671
C 0.066 -4.668 -1.495
C 0.842 -4.725 -2.709
C 2.079 -3.963 -2.503
C 2.049 -3.444 -1.155
S -1.839 1.658 -1.393
O -1.734 3.103 -1.152
O -3.258 1.311 -1.382
O -1.306 1.245 -2.875
H -0.096 0.313 -4.735
H 1.504 0.488 -4.247
H 0.407 2.372 -3.530
H 0.909 2.173 -1.088
H 2.009 1.040 -1.960
H 1.041 -0.403 -0.161
H -0.094 -0.665 -1.611
H -0.548 1.452 0.623
H -2.389 0.251 1.450
H -2.655 -0.748 0.005
H -1.680 -1.755 2.275
H -0.041 -1.159 1.746
H -1.888 -3.388 0.529
H -0.986 -2.330 -0.600
H 1.044 -3.131 1.326
H 0.023 -4.604 1.160
H -0.916 -5.099 -1.261
H 0.517 -5.241 -3.634
H 2.890 -3.770 -3.227
H 2.754 -2.817 -0.591
O -3.322 6.555 4.347
C -3.448 5.851 3.400
O -2.455 5.075 2.884
C -3.039 4.288 1.847
C -4.239 5.103 1.464
F -5.261 4.313 1.055
O -4.604 5.721 2.685
H -3.308 3.307 2.247
H -2.347 4.148 1.018
H -4.043 5.868 0.709
O 1.932 -1.060 2.346
C 3.078 -0.828 2.126
O 3.529 -0.250 0.983
C 4.928 -0.020 1.158
C 5.286 -1.031 2.208
F 6.289 -0.583 2.999
O 4.099 -1.116 2.979
H 5.087 1.003 1.489
H 5.470 -0.175 0.226
H 5.541 -2.019 1.817
O -6.382 -2.597 -4.838
C -6.228 -1.537 -4.324
O -5.022 -1.042 -3.937
C -5.244 0.298 -3.492
C -6.698 0.273 -3.127
F -7.283 1.478 -3.344
O -7.240 -0.666 -4.039
H -5.030 0.992 -4.309
H -4.602 0.544 -2.646
H -6.900 -0.054 -2.104
O -2.832 -4.253 4.845
C -2.059 -3.427 5.197
O -1.332 -3.494 6.346
C -0.432 -2.388 6.336
C -1.122 -1.425 5.414
F -0.226 -0.674 4.730
O -1.789 -2.280 4.503
H 0.538 -2.712 5.953
H -0.297 -1.984 7.338
H -1.850 -0.773 5.904
O 5.174 2.621 0.164
C 5.822 2.604 -0.833
O 7.106 3.038 -0.918
C 7.565 2.726 -2.233
C 6.280 2.636 -3.004
F 6.371 1.732 -4.007
O 5.365 2.153 -2.036
H 8.109 1.779 -2.213
H 8.227 3.503 -2.612
H 5.924 3.589 -3.401
*
```

Results
HOMO energy = -8.138 eV
F_max = 4.55 eV/A
orbital gap = 8.041 eV
lowest unoccupied orbital energy = -0.10 eV
SMILES = N[C@@H]1CC[C@H](CCCCn2cccc2)S(=O)(=O)O1.O=C1OC[C@@H](F)O1.O=C1OC[C@@H](F)O1.O=C1OC[C@@H](F)O1.O=C1OC[C@@H](F)O1.O=C1OC[C@@H](F)O1

---

A structure of composition C27H35IrN4O3. Source: the OMol25 dataset; level of theory: the ωB97M-V functional and the def2-TZVPD basis.

ORCA input file:
```
! wB97M-V def2-TZVPD RIJCOSX def2/J DEFGRID3
* xyz 3 2
Ir -0.388 -0.601 0.267
C -0.515 -3.994 -2.438
C -0.735 -2.887 -1.409
C -0.429 -3.325 0.023
C 0.079 -1.658 -1.732
C 1.474 -1.589 -1.466
C 2.270 -0.620 -2.041
C 1.748 0.323 -2.928
C 2.634 1.351 -3.546
C 0.378 0.276 -3.215
C -0.424 -0.679 -2.645
H -1.061 -4.894 -2.156
H 0.543 -4.251 -2.510
H -0.858 -3.685 -3.425
H -1.785 -2.588 -1.435
H 0.542 -3.807 0.120
H -1.189 -4.006 0.403
H -0.403 -2.458 0.752
H 1.953 -2.345 -0.856
H 3.330 -0.615 -1.820
H 2.863 2.128 -2.811
H 2.167 1.822 -4.408
H 3.580 0.909 -3.857
H -0.047 0.981 -3.919
H -1.468 -0.742 -2.933
C -4.640 -1.928 -0.813
O -5.019 -0.613 -1.265
C -4.270 0.451 -1.334
C -4.906 1.573 -1.915
C -4.243 2.749 -2.047
C -2.907 2.866 -1.593
C -2.225 1.813 -1.019
C -0.858 2.086 -0.602
N -0.044 1.264 -0.055
N 1.263 1.660 0.167
C 1.963 0.730 0.749
O 1.442 -0.442 1.061
C 3.373 0.971 1.062
C 3.935 2.233 0.857
C 5.277 2.437 1.123
C 6.060 1.389 1.591
C 5.505 0.133 1.799
C 4.163 -0.079 1.536
C -2.888 0.546 -0.868
O -2.351 -0.491 -0.330
H -5.543 -2.517 -0.924
H -4.327 -1.896 0.227
H -3.851 -2.320 -1.449
H -5.927 1.451 -2.251
H -4.732 3.601 -2.498
H -2.403 3.819 -1.701
H -0.449 3.077 -0.772
H 3.319 3.044 0.491
H 5.716 3.412 0.965
H 7.111 1.551 1.790
H 6.123 -0.677 2.160
H 3.725 -1.057 1.684
N -0.743 1.457 5.555
C -1.090 0.270 4.690
C -0.644 0.486 3.242
N -1.073 -0.621 2.356
H -0.963 1.264 6.538
H -1.264 2.298 5.291
H 0.255 1.686 5.513
H -2.167 0.126 4.775
H -0.590 -0.588 5.139
H 0.445 0.527 3.181
H -1.038 1.420 2.837
H -2.087 -0.714 2.335
H -0.691 -1.498 2.706
*
```

Results
HOMO energy (alpha / beta) = -15.903 / -15.877 eV
F_max = 1.66 eV/A
ΔE to the lowest compared entry with this formula, charge and spin = 0.0 kJ/mol
<S²> = 0.77
orbital gap (alpha / beta) = 6.836 / 5.330 eV
lowest unoccupied orbital energy (alpha / beta) = -9.07 / -10.55 eV

---

Summary of total energy in eV
-92822.8020, -43482.1343
(order as listed above)